{
  "formula": "C4H7NO2",
  "method": "ωB97M-V/def2-TZVPD",
  "lumo_ha": 0.009,
  "de_lowest_kj_mol": 489.39,
  "homo_lumo_gap_ev": 9.25,
  "spin_multiplicity": 1,
  "species": ["O", "C", "C", "N", "C", "C", "O", "H", "H", "H", "H", "H", "H", "H"],
  "xyz": [[-1.18, 0.75, -1.39], [0.08, 0.99, -0.80], [-0.04, 1.42, 0.64], [0.54, -0.51, 0.89], [0.87, -0.30, -0.53], [-0.45, -1.39, 1.28], [-0.84, -2.30, 0.59], [-1.06, 0.52, -2.32], [0.65, 1.74, -1.37], [0.88, 0.25, 1.50], [-1.10, 1.35, 0.96], [1.96, -0.19, -0.65], [0.52, -1.16, -1.10], [-0.84, -1.18, 2.29]],
  "lowdin_charge": [-0.040, -0.459, 0.149, -0.029, -0.109, -0.327, 0.053, 0.095, 0.134, 0.094, 0.047, 0.125, 0.126, 0.142]
}

=====

{
  "formula": "C15H27IN3O4",
  "method": "ωB97M-V/def2-TZVPD",
  "total_charge": 1,
  "lumo_ha": -0.123,
  "homo_lumo_gap_ev": 8.72,
  "spin_multiplicity": 1,
  "species": ["C", "C", "O", "O", "C", "O", "C", "C", "O", "C", "N", "C", "C", "N", "C", "C", "C", "I", "H", "H", "H", "H", "H", "H", "H", "H", "H", "H", "H", "H", "H", "H", "H", "H", "H", "H", "H", "H", "C", "C", "C", "C", "N", "H", "H", "H", "H", "H", "H", "H"],
  "xyz": [[-1.76, 2.44, -0.43], [-2.42, 1.34, 0.38], [-2.54, 1.44, 1.53], [-2.86, 0.28, -0.38], [-3.72, -0.62, 0.27], [-4.73, -0.25, 0.67], [-3.31, -2.08, 0.45], [-2.00, -2.21, 1.26], [-2.12, -1.31, 2.33], [-2.01, -3.65, 1.82], [-0.96, -3.85, 2.86], [0.29, -3.11, 2.47], [0.33, -2.75, 1.00], [-0.77, -1.88, 0.55], [-0.85, -2.02, -0.91], [0.44, -1.61, -1.66], [0.74, -0.11, -1.57], [1.54, 0.58, 0.30], [-1.05, 1.97, -1.12], [-1.27, 3.14, 0.22], [-2.50, 2.94, -1.05], [-3.34, -2.64, -0.48], [-4.10, -2.49, 1.08], [-1.45, -0.62, 2.21], [-2.97, -3.75, 2.32], [-2.01, -4.41, 1.05], [-1.28, -3.67, 3.81], [-0.72, -4.84, 2.85], [1.14, -3.77, 2.66], [0.45, -2.25, 3.11], [0.34, -3.66, 0.38], [1.30, -2.29, 0.83], [-1.13, -3.06, -1.16], [-1.61, -1.39, -1.36], [1.29, -2.26, -1.44], [0.19, -1.79, -2.71], [1.38, 0.14, -2.41], [-0.19, 0.43, -1.73], [4.85, 5.19, -1.22], [3.34, 5.20, -1.45], [2.72, 3.80, -1.35], [3.31, 2.91, -2.36], [3.76, 2.23, -3.15], [5.37, 4.60, -1.98], [5.24, 6.21, -1.27], [5.10, 4.78, -0.24], [3.13, 5.62, -2.43], [2.87, 5.85, -0.71], [1.64, 3.85, -1.50], [2.90, 3.37, -0.36]],
  "lowdin_charge": [0.024, -0.526, 0.171, 0.084, -0.439, 0.251, 0.009, -0.489, 0.046, -0.033, 0.099, -0.073, -0.196, -0.081, -0.200, -0.253, -0.576, 0.915, 0.043, 0.093, 0.104, 0.139, 0.136, 0.107, 0.145, 0.154, 0.194, 0.186, 0.140, 0.141, 0.138, 0.071, 0.132, 0.113, 0.105, 0.125, 0.053, 0.019, -0.106, -0.260, -0.222, -0.261, 0.156, 0.072, 0.075, 0.078, 0.114, 0.109, 0.107, 0.067]
}

=====

{
  "formula": "C51H36F5N2O2P2Pt",
  "method": "ωB97M-V/def2-TZVPD",
  "total_charge": 3,
  "lumo_ha": [-0.428, -0.428],
  "de_lowest_kj_mol": 0.00,
  "homo_lumo_gap_ev": [4.15, 4.16],
  "spin_multiplicity": 1,
  "species": ["Pt", "C", "C", "C", "C", "C", "C", "C", "C", "P", "C", "C", "C", "C", "C", "C", "C", "C", "C", "C", "C", "C", "C", "O", "C", "C", "C", "C", "C", "C", "P", "C", "C", "C", "C", "C", "C", "C", "C", "C", "C", "C", "C", "H", "H", "H", "H", "H", "H", "H", "H", "H", "H", "H", "H", "H", "H", "H", "H", "H", "H", "H", "H", "H", "H", "H", "H", "H", "H", "H", "H", "H", "H", "H", "H", "F", "C", "C", "F", "C", "F", "C", "O", "C", "F", "C", "F", "N", "C", "C", "C", "C", "N", "C", "C", "H", "H", "H", "H"],
  "xyz": [[-0.90, 0.52, 0.11], [4.39, -3.61, 0.30], [3.70, -3.00, -0.94], [4.44, -3.44, -2.20], [2.25, -3.47, -0.94], [1.84, -4.74, -1.33], [0.51, -5.16, -1.22], [-0.46, -4.31, -0.73], [-0.09, -3.01, -0.34], [-1.26, -1.81, 0.28], [-1.47, -1.99, 2.04], [-2.19, -1.01, 2.74], [-2.35, -1.12, 4.11], [-1.81, -2.21, 4.78], [-1.08, -3.17, 4.09], [-0.90, -3.07, 2.72], [-2.78, -2.09, -0.58], [-2.74, -2.29, -1.97], [-3.91, -2.55, -2.65], [-5.12, -2.60, -1.96], [-5.17, -2.39, -0.59], [-4.00, -2.12, 0.10], [1.25, -2.66, -0.44], [1.49, -1.41, 0.02], [2.65, -0.79, -0.28], [2.63, 0.55, 0.01], [3.80, 1.30, -0.16], [4.91, 0.66, -0.69], [4.88, -0.70, -1.00], [3.75, -1.47, -0.79], [1.19, 1.23, 0.86], [1.45, 1.00, 2.61], [1.04, -0.17, 3.25], [1.40, -0.38, 4.57], [2.17, 0.56, 5.24], [2.57, 1.73, 4.60], [2.22, 1.96, 3.29], [1.07, 2.95, 0.47], [1.56, 3.43, -0.75], [1.45, 4.78, -1.05], [0.83, 5.64, -0.14], [0.32, 5.16, 1.06], [0.43, 3.81, 1.36], [4.37, -4.69, 0.25], [3.89, -3.30, 1.22], [5.43, -3.29, 0.35], [4.42, -4.53, -2.30], [5.49, -3.16, -2.16], [4.00, -3.01, -3.10], [2.57, -5.44, -1.72], [0.24, -6.17, -1.51], [-1.49, -4.64, -0.64], [-2.64, -0.18, 2.21], [-2.92, -0.37, 4.66], [-1.95, -2.31, 5.85], [-0.66, -4.02, 4.62], [-0.33, -3.82, 2.18], [-1.79, -2.27, -2.50], [-3.89, -2.72, -3.72], [-6.04, -2.80, -2.50], [-6.11, -2.45, -0.06], [-4.04, -1.96, 1.17], [3.85, 2.35, 0.10], [5.82, 1.23, -0.84], [5.78, -1.16, -1.38], [0.45, -0.90, 2.73], [1.09, -1.28, 5.08], [2.47, 0.39, 6.27], [3.17, 2.46, 5.13], [2.54, 2.87, 2.80], [2.04, 2.76, -1.46], [1.85, 5.17, -1.97], [0.75, 6.69, -0.37], [-0.15, 5.84, 1.76], [0.05, 3.44, 2.31], [-2.25, 2.03, -6.50], [-1.74, 1.62, -5.38], [-0.34, 1.52, -5.25], [0.42, 1.84, -6.26], [0.19, 1.10, -4.05], [1.49, 1.02, -3.89], [-0.66, 0.69, -2.96], [-0.12, 0.21, -1.92], [-2.08, 0.82, -3.14], [-2.87, 0.54, -2.11], [-2.61, 1.29, -4.31], [-3.90, 1.44, -4.46], [-5.19, 6.77, -0.34], [-4.50, 5.86, -0.22], [-3.64, 4.72, -0.08], [-2.67, 4.45, -1.03], [-1.87, 3.34, -0.87], [-2.01, 2.49, 0.16], [-2.94, 2.76, 1.08], [-3.77, 3.86, 1.01], [-2.52, 5.12, -1.88], [-1.10, 3.12, -1.59], [-3.01, 2.08, 1.92], [-4.51, 4.04, 1.77]],
  "lowdin_charge": [0.961, 0.010, -0.410, -0.011, -0.065, 0.040, -0.020, -0.048, -0.262, 1.040, -0.385, -0.129, -0.035, -0.026, -0.029, -0.048, -0.353, -0.097, -0.034, -0.009, -0.026, -0.045, -0.202, -0.047, -0.208, -0.234, -0.049, -0.019, 0.039, -0.066, 1.072, -0.328, -0.073, -0.035, -0.019, -0.028, -0.062, -0.380, -0.082, -0.034, -0.018, -0.034, -0.099, 0.101, 0.099, 0.102, 0.089, 0.091, 0.106, 0.131, 0.126, 0.127, 0.077, 0.125, 0.130, 0.129, 0.120, 0.120, 0.126, 0.130, 0.127, 0.105, 0.118, 0.126, 0.131, 0.063, 0.112, 0.127, 0.127, 0.116, 0.109, 0.126, 0.130, 0.128, 0.119, 0.231, -0.076, -0.122, 0.194, -0.106, 0.179, -0.261, -0.072, -0.137, 0.106, -0.127, 0.185, 0.236, -0.135, -0.171, 0.036, -0.132, -0.078, -0.098, 0.040, 0.143, 0.109, 0.110, 0.143]
}

=====

{
  "formula": "C38H36Cl2N3O7TeTi",
  "method": "ωB97M-V/def2-TZVPD",
  "lumo_ha": [0.003, 0.002],
  "s2": 0.7521,
  "de_lowest_kj_mol": 0.00,
  "homo_lumo_gap_ev": [7.50, 7.66],
  "spin_multiplicity": 2,
  "species": ["Ti", "O", "C", "C", "N", "C", "C", "O", "O", "C", "C", "O", "O", "H", "H", "H", "H", "H", "H", "H", "H", "H", "Cl", "C", "C", "C", "Cl", "C", "C", "C", "C", "N", "C", "C", "O", "H", "H", "H", "H", "C", "C", "C", "C", "C", "C", "Te", "N", "C", "O", "C", "C", "C", "C", "C", "C", "C", "C", "C", "C", "C", "C", "C", "C", "C", "C", "H", "H", "H", "H", "H", "H", "H", "H", "H", "H", "H", "H", "H", "H", "H", "H", "H", "H", "H", "H", "H", "H", "H"],
  "xyz": [[-2.60, 0.72, 0.90], [-1.49, 2.50, 1.90], [-0.53, 3.07, 1.01], [-1.23, 3.43, -0.29], [-1.87, 2.22, -0.83], [-3.17, 2.52, -1.44], [-4.18, 2.86, -0.34], [-5.08, 3.64, -0.55], [-3.93, 2.25, 0.78], [-0.97, 1.51, -1.74], [-1.26, 0.01, -1.70], [-0.56, -0.74, -2.39], [-2.17, -0.34, -0.90], [-2.28, 3.07, 1.92], [-0.06, 3.94, 1.47], [0.22, 2.30, 0.85], [-2.01, 4.17, -0.08], [-0.54, 3.88, -1.01], [-3.10, 3.35, -2.16], [-3.52, 1.63, -1.97], [-1.03, 1.88, -2.77], [0.06, 1.63, -1.40], [-6.07, -2.80, 0.63], [-5.62, -1.94, 2.06], [-6.28, -2.22, 3.27], [-5.93, -1.58, 4.43], [-6.76, -1.97, 5.91], [-4.89, -0.62, 4.44], [-4.41, 0.06, 5.57], [-3.37, 0.93, 5.45], [-2.80, 1.15, 4.18], [-3.23, 0.55, 3.09], [-4.25, -0.34, 3.21], [-4.60, -1.00, 2.00], [-3.94, -0.71, 0.91], [-7.07, -2.95, 3.28], [-4.87, -0.12, 6.54], [-2.97, 1.46, 6.30], [-1.97, 1.83, 4.05], [3.11, 3.66, -5.00], [2.85, 2.51, -4.07], [3.02, 2.65, -2.70], [2.79, 1.60, -1.81], [3.07, 1.84, -0.35], [2.34, 0.38, -2.34], [1.83, -1.28, -1.14], [0.83, -0.33, 0.26], [-0.11, -1.00, 0.91], [-0.96, -0.35, 1.60], [-0.25, -2.49, 0.91], [-1.50, -3.05, 0.66], [-1.64, -4.43, 0.65], [-0.55, -5.25, 0.92], [0.69, -4.69, 1.19], [0.84, -3.31, 1.18], [3.68, -1.35, -0.10], [3.70, -1.04, 1.26], [4.89, -1.10, 1.97], [6.05, -1.47, 1.31], [6.02, -1.79, -0.04], [4.84, -1.74, -0.76], [4.83, -2.08, -2.23], [2.19, 0.20, -3.73], [1.78, -1.11, -4.34], [2.45, 1.28, -4.56], [3.26, 4.59, -4.45], [2.28, 3.80, -5.69], [4.01, 3.48, -5.60], [3.35, 3.60, -2.30], [4.06, 1.47, -0.09], [2.35, 1.36, 0.30], [3.06, 2.92, -0.15], [-2.34, -2.41, 0.45], [-2.61, -4.86, 0.44], [-0.67, -6.33, 0.92], [1.54, -5.32, 1.42], [1.80, -2.88, 1.43], [2.79, -0.72, 1.75], [4.91, -0.85, 3.02], [6.99, -1.52, 1.85], [6.94, -2.08, -0.54], [5.80, -2.48, -2.54], [4.61, -1.21, -2.84], [4.08, -2.85, -2.45], [0.79, -1.41, -3.99], [2.49, -1.90, -4.10], [1.75, -1.02, -5.42], [2.32, 1.15, -5.63]],
  "lowdin_charge": [1.155, -0.136, -0.168, -0.134, -0.203, -0.074, -0.610, 0.080, -0.137, -0.074, -0.618, -0.080, -0.070, 0.103, 0.131, 0.104, 0.138, 0.137, 0.138, 0.143, 0.148, 0.106, 0.710, -0.576, -0.119, -0.607, 0.683, -0.164, -0.011, -0.031, -0.090, 0.073, -0.119, -0.354, -0.178, 0.106, 0.094, 0.107, 0.111, -0.043, -0.255, -0.012, -0.274, -0.051, -0.318, 1.934, -0.169, -0.564, -0.097, -0.183, 0.010, -0.050, -0.078, -0.077, -0.080, -0.375, -0.146, -0.074, -0.071, -0.043, -0.302, -0.062, -0.301, -0.076, -0.005, 0.075, 0.083, 0.086, 0.117, 0.088, 0.035, 0.082, 0.102, 0.109, 0.103, 0.104, 0.087, 0.096, 0.107, 0.106, 0.112, 0.083, 0.078, 0.070, 0.057, 0.061, 0.084, 0.122]
}

=====

Calculated calculated total energy, -9842.2075; -36746.9759; -95930.6651; -114252.0986 eV (same order as the records).